The following is a DFT calculation (ωB97M-V with the def2-TZVPD basis set) of a 11-piece molecular cluster, C15H51N20O15P overall in a non-equilibrium geometry.

Strongest force on any atom: 1.9 eV/A
Calculated total energy: -3167.67475 Ha
ΔE to the lowest compared entry with this formula, charge and spin: 2.5 kcal per mole
SMILES: C[C@@H](O)C[C@@H](OC(=O)O)[PH2]=O.NC(N)=O.NC(N)=O.NC(N)=O.NC(N)=O.NC(N)=O.NC(N)=O.NC(N)=O.NC(N)=O.NC(N)=O.NC(N)=O
Highest occupied orbital energy: -9.6 eV
Total charge: 0

Last column: Löwdin charge in e.
Element x y z (Å)
H 1.678164 -6.181792 0.202995  0.07
H -2.313180 -5.546297 0.460917  0.10
O 1.972067 -5.398653 -6.182813  0.02
H 6.226324 -4.715349 1.953360  0.10
C 4.279822 -4.988586 1.241506  -0.69
C -1.734336 5.748503 0.240504  -0.66
H -4.713801 3.955808 -1.224067  0.07
O -2.341897 5.074241 -0.583865  -0.01
H 0.629047 1.782298 0.600293  0.12
H -1.724713 4.204503 -3.315739  0.03
N 5.633280 -5.167734 1.284320  0.16
N -1.615976 5.350171 1.541033  0.17
N 1.960480 -4.012409 -4.384882  0.15
C -1.283581 1.635660 0.355242  -0.58
H 2.788221 -3.964884 2.153510  0.09
O -0.244845 -4.994858 -0.806621  -0.01
H -1.204997 7.237905 -1.031739  0.11
O 3.355939 -1.493437 2.902655  0.00
H -0.157656 3.859714 -1.751213  0.02
C -0.305963 -5.750701 0.162215  -0.65
H -0.759053 1.426473 7.050764  0.11
N -1.133569 6.926825 -0.081400  0.17
H -4.445231 3.832076 3.512984  0.08
N 3.635395 -0.258905 -1.278249  0.14
H 7.661341 -1.067410 -2.499060  0.10
P -0.968695 3.205033 -2.695456  0.79
N 1.844303 0.669297 -2.415214  0.16
N 3.773209 -4.140034 2.171155  0.17
N -1.983736 -3.521803 -2.440832  0.15
N -5.227255 4.121300 4.067434  0.15
O -1.432282 1.238956 -0.926900  -0.02
C -5.755774 5.386773 4.029474  -0.69
C -2.480580 -2.328134 -2.020743  -0.67
C 1.363852 -4.869648 -5.270893  -0.68
H 0.050362 1.516757 3.097029  0.08
H -2.393504 -1.100116 -0.392479  0.08
O -3.201392 -1.599934 -2.682972  0.03
O 3.975861 1.299176 -2.891216  0.03
H -0.627848 7.484471 0.579651  0.10
N -0.454759 1.119579 3.862250  0.15
H -6.185676 2.993496 -1.429767  0.08
H 5.142864 -3.364552 -0.329488  0.06
H -1.359127 -4.077047 -1.857298  0.03
C -4.513931 2.422921 -2.682974  -0.41
H 1.516480 -0.679407 4.369659  0.10
H -5.489785 7.183142 3.111495  0.10
H 4.331852 -3.664151 2.851233  0.08
H -4.339319 5.994874 2.607451  0.07
H -1.467776 -2.557051 -0.201932  0.08
H 1.452199 1.281998 -3.119921  0.06
C 3.196301 0.623051 -2.246197  -0.68
H -0.474494 -4.648173 -4.302989  0.06
N -5.127043 6.251624 3.172238  0.15
N 6.737313 -1.415317 -2.331685  0.16
H 3.019927 -0.835347 -0.738643  0.09
N -1.486865 -5.992306 0.812122  0.16
H 4.522316 -2.463748 -1.666963  0.08
C -2.180595 2.278562 -1.670199  -0.36
H -3.502014 0.671729 -1.964250  0.11
H 6.043978 -5.773449 0.598850  0.11
N 3.983326 0.680665 2.819651  0.16
O 3.579729 -5.539771 0.396342  0.00
H 3.850230 1.638247 3.082017  0.10
H -2.568460 2.977734 -0.944447  0.08
O -4.165349 3.482226 -3.564369  -0.04
H -1.143047 0.414215 3.684346  0.10
N 2.130847 0.041698 4.044935  0.16
H 0.762277 -6.982433 1.442319  0.10
C -3.269815 1.598326 -2.468265  -0.13
C -0.188570 1.622111 5.107669  -0.69
H -1.559629 -6.602359 1.602717  0.09
O 0.641810 2.493460 5.293921  0.02
H 5.989864 -1.130067 -2.934378  0.09
N 0.789805 -6.369434 0.650932  0.18
C -5.107933 2.958200 -1.375586  -0.03
H -2.025355 4.468831 1.792070  0.09
H 1.965625 0.989023 4.326552  0.06
N -0.925652 1.078028 6.126369  0.16
H -1.613822 0.363922 5.988038  0.09
O 7.497459 -2.612268 -0.559114  0.01
H -5.664085 3.461586 4.681078  0.10
C 6.570578 -2.277163 -1.279191  -0.68
H -0.447082 -5.701446 -5.677031  0.10
O -0.136171 2.359702 0.550975  0.10
H 4.753798 0.436744 2.225573  0.10
H 4.623375 -0.319403 -1.127127  0.07
O -0.210445 2.344716 -3.631506  -0.42
H 1.211234 0.107551 -1.879670  0.08
H 2.935094 -3.828039 -4.516428  0.10
O -2.102047 1.439396 1.234727  0.13
O -6.711734 5.714230 4.705244  0.03
H -4.787405 2.357505 -0.534678  0.08
H -1.119795 5.873889 2.237243  0.10
H -2.247243 -3.831976 -3.356331  0.09
H 1.469200 -3.573834 -3.629113  0.09
N 0.029521 -5.081869 -5.051435  0.15
N -2.073837 -1.978873 -0.754157  0.16
H -2.890690 1.303614 -3.440993  0.13
H -4.909816 4.077875 -3.619415  0.09
H -5.254327 1.780523 -3.149649  0.14
N 5.296045 -2.730281 -1.090319  0.16
C 3.168151 -0.332139 3.235934  -0.66

Cartesian forces, eV/Å:
H 0.14 0.09 0.22
H -0.03 -0.02 -0.04
O -0.03 -0.01 0.01
H 0.04 0.09 -0.04
C 0.07 0.01 0.28
C 0.05 -0.10 -0.02
H 0.01 0.31 0.20
O 0.05 0.16 0.07
H 0.39 -0.15 -0.42
H -0.09 0.10 0.20
N -0.19 -0.08 -0.06
N -0.21 0.15 0.06
N -0.08 -0.04 -0.04
C -0.94 -0.26 0.59
H -0.04 0.17 -0.02
O -0.04 0.15 0.02
H -0.01 0.01 -0.03
O -0.04 -0.12 -0.04
H -0.12 0.10 0.02
C 0.06 -0.19 0.26
H 0.01 0.02 0.06
N -0.07 -0.08 0.03
H -0.01 -0.02 -0.04
N -0.15 0.21 -0.25
H 0.04 0.02 0.01
P 0.13 -0.28 -0.05
N 0.27 0.16 0.00
N 0.05 -0.53 -0.12
N 0.07 -0.07 -0.08
N 0.03 0.09 0.00
O 0.02 0.29 0.55
C 0.01 0.00 -0.05
C 0.28 0.19 0.15
C 0.06 0.09 0.07
H -0.11 0.09 -0.18
H 0.01 0.05 -0.02
O -0.13 -0.14 -0.04
O 0.16 -0.01 -0.04
H 0.03 0.01 0.01
N -0.20 0.18 0.60
H -0.32 0.05 0.13
H 0.05 -0.10 -0.02
H -0.15 -0.05 -0.13
C -0.13 0.00 0.61
H 0.02 -0.01 -0.02
H -0.05 0.03 0.01
H -0.02 0.26 -0.04
H 0.00 -0.01 -0.04
H 0.03 -0.08 -0.05
H -0.13 -0.01 0.10
C -0.32 -0.12 0.12
H 0.07 0.02 0.05
N 0.07 -0.07 0.03
N -0.11 -0.08 0.21
H -0.01 -0.05 0.11
N 0.10 0.13 -0.09
H 0.01 -0.02 -0.11
C 0.13 0.11 -0.20
H -0.26 -0.24 0.12
H 0.03 0.01 -0.04
N -0.07 -0.05 -0.09
O 0.04 -0.06 -0.11
H 0.00 0.03 0.07
H -0.30 0.19 0.16
O 0.22 -0.05 -0.14
H -0.12 0.08 -0.09
N 0.69 -0.29 -0.40
H -0.01 -0.04 0.02
C 0.28 -0.07 -0.34
C -0.84 -0.34 -0.20
H 0.00 -0.05 0.00
O 0.44 0.10 -0.05
H -0.08 0.07 -0.10
N -0.12 0.06 -0.24
C 0.45 0.10 -0.46
H 0.13 -0.09 -0.03
H 0.07 0.19 0.19
N 0.20 0.07 -0.12
H -0.04 0.00 -0.02
O -0.01 0.01 0.06
H -0.04 -0.02 0.02
C 0.12 -0.05 -0.15
H 0.01 -0.03 -0.04
O -0.56 -0.07 0.69
H 0.01 0.00 -0.01
H 0.08 0.06 0.13
O 0.20 -0.18 -0.22
H -0.08 -0.10 -0.05
H 0.07 0.00 -0.02
O 1.37 0.31 -1.30
O 0.03 -0.01 0.00
H -0.16 -0.26 0.28
H 0.06 -0.03 0.01
H -0.17 0.06 -0.01
H -0.02 -0.03 0.01
N -0.03 -0.03 -0.02
N -0.07 -0.01 0.11
H 0.16 -0.16 -0.21
H -0.25 0.28 -0.10
H -0.08 -0.22 -0.28
N 0.08 -0.03 0.08
C -0.15 0.24 0.39


The following is a DFT calculation (ωB97M-V with the def2-TZVPD basis set) of C15H52BMgO15S3 as an isolated structure in a non-equilibrium geometry.

Strongest force on any atom: 4.2 eV/A
Calculated total energy: -3150.41815 Ha
ΔE to the lowest compared entry with this formula, charge and spin: 0.0 kcal per mole
Highest occupied orbital energy: -11.7 eV
Total charge: +1

Last column: Löwdin charge in e.
Element x y z (Å)
O -1.834860 30.712640 -33.217360  -0.32
H -1.183140 25.535270 -32.962710  0.10
H -2.643730 28.191700 -29.310650  0.09
H -0.115500 27.471040 -30.279980  0.13
H -3.179880 28.444950 -33.383610  -0.01
H -4.979070 31.759360 -33.417030  0.07
O 1.612960 27.399280 -33.991970  -0.27
S -2.047610 32.011460 -33.858310  0.76
H -7.618430 30.129710 -33.806020  0.08
H -2.926430 27.705210 -31.824130  -0.02
C -6.685710 30.291700 -33.265750  -0.02
H -7.279400 27.517990 -31.620610  0.06
C 0.441800 34.341440 -35.052870  -0.07
H -6.049500 29.409790 -33.340350  0.05
C -0.510630 25.025910 -33.652920  -0.30
O -6.824150 32.700470 -33.253400  -0.26
H -7.229570 26.500670 -30.180710  0.08
C -4.133130 25.216350 -31.041060  -0.14
H 0.415700 34.533540 -33.980250  0.06
C -1.317850 23.847870 -34.075870  -0.06
C -7.065470 27.512330 -30.551830  -0.14
H -4.581320 34.111880 -34.499410  0.03
C 0.034630 28.309660 -36.046140  -0.05
H -0.945710 33.568880 -32.171490  0.07
H -5.224050 26.479740 -34.329170  0.07
H -4.478170 25.335710 -32.068100  0.08
H -2.098350 34.474720 -33.253350  0.07
H -1.662110 23.361170 -33.163340  0.08
O -4.558540 27.153280 -37.073800  -0.10
H -2.709560 33.425130 -31.978810  0.03
H -1.469190 33.655700 -35.844790  0.10
S 0.213690 27.491500 -34.424780  0.77
H -1.213350 31.027010 -29.988910  0.13
C -5.195070 34.778260 -33.893310  -0.09
O -3.062470 24.274510 -31.037100  -0.12
H -4.571320 27.841370 -32.485380  0.00
C -1.900580 33.558460 -32.697050  -0.03
H -5.414350 27.101980 -36.641870  0.02
B -3.605240 28.314390 -32.400630  -0.41
H -0.144910 32.964240 -36.645510  0.13
O -3.142900 32.225190 -34.827270  -0.28
O -0.751700 28.017510 -33.464130  -0.34
Mg -1.742870 29.075160 -32.048180  0.62
H 0.354680 29.335240 -35.862110  0.07
H -7.734570 27.149020 -35.321020  0.10
H -3.407580 23.394720 -31.205860  0.08
C -6.017730 31.656910 -33.731330  -0.28
H -1.006320 28.244270 -36.362750  0.07
H -5.942730 35.222970 -34.550060  0.07
H -3.912120 28.521470 -35.750740  0.07
O -7.065600 34.870870 -31.920570  -0.28
H -6.851160 30.262630 -32.188770  0.07
H 0.381740 24.711560 -33.111650  0.13
H -6.831390 26.667770 -33.554210  0.07
H -6.464080 25.351380 -34.733460  0.09
H -3.708240 31.411700 -30.954380  0.06
O -0.925700 27.948150 -30.473730  -0.14
C -1.618870 27.824380 -29.257270  -0.10
H -4.673450 29.263060 -37.160980  0.08
H -4.532130 35.572110 -33.549210  0.06
O -5.041620 33.369500 -31.497800  -0.34
H -1.160750 28.324570 -28.404020  0.10
O -6.794910 27.180620 -35.515070  -0.12
H -6.071440 31.701910 -34.819080  0.12
H -3.898740 26.219840 -30.685870  0.05
H -4.972260 24.882110 -30.430940  0.08
H -3.127210 28.520170 -37.357550  0.07
H 0.381040 35.327280 -35.513890  0.09
S -6.032120 33.963920 -32.419480  0.75
H -7.827440 28.128940 -30.075070  0.08
H -3.820200 30.239800 -29.723140  0.10
H -3.063000 31.775030 -29.379620  0.11
H 1.488530 34.064600 -35.178670  0.08
H -5.385510 28.236940 -31.069020  -0.02
H -0.727680 23.204220 -34.728190  0.09
C -3.137650 30.986660 -30.128630  -0.10
H 0.803240 27.872040 -36.683200  0.09
H -1.721890 26.757320 -29.060140  0.11
O -0.659920 32.161210 -34.698110  -0.28
C -4.072250 28.418610 -36.823990  -0.19
O -0.264240 25.893460 -34.758750  -0.23
H -2.156980 24.247570 -34.645250  0.09
C -0.469050 33.268410 -35.650260  -0.21
O -1.854660 30.534890 -30.506740  -0.14
C -6.302000 26.395910 -34.467420  -0.15
O -5.815850 28.137560 -30.216650  -0.14
H -3.657350 29.268700 -31.899810  -0.02

Cartesian forces, eV/Å:
O -0.39 2.18 -0.70
H 0.29 0.41 0.31
H 0.11 0.17 -0.48
H 0.40 0.02 -0.82
H 1.38 0.58 -3.62
H -0.22 -0.16 0.11
O -2.47 0.84 -0.89
S 0.80 1.89 -2.57
H 0.06 0.04 0.12
H 2.07 -2.82 2.12
C 0.85 0.72 0.22
H 0.24 0.05 -0.08
C 1.26 -0.07 0.01
H 0.30 0.17 -0.88
C -0.73 0.37 1.66
O 0.48 3.15 2.08
H 0.63 -0.14 0.11
C -0.77 -0.42 -0.42
H -0.78 -0.33 0.04
C 0.15 0.08 -0.97
C -0.63 0.91 0.62
H -0.25 -0.53 0.40
C 0.46 -0.45 1.23
H 0.03 -0.26 -0.41
H -0.08 0.53 -0.11
H -0.22 0.15 -0.10
H 0.19 -0.40 -0.41
H 0.03 -0.20 -0.25
O -0.26 -0.74 -0.66
H -0.11 -0.02 0.01
H -0.07 0.21 0.08
S 1.64 -3.46 0.51
H 0.20 -0.26 -0.09
C -0.06 -0.09 0.62
O 0.48 0.64 0.42
H -3.15 -1.56 -0.23
C -0.84 -1.83 -0.08
H -0.44 -0.16 -0.12
B -1.30 -0.51 -0.37
H 0.37 -0.79 0.48
O 1.93 -0.69 2.58
O 0.73 0.20 -0.56
Mg 0.94 0.15 0.17
H -0.25 0.08 0.21
H -0.26 0.43 -0.81
H -0.19 0.07 0.04
C -0.44 -2.51 -0.03
H 0.22 -0.15 -0.10
H -0.30 -0.16 0.40
H 0.27 0.43 0.25
O 1.97 -1.95 -0.95
H -0.40 0.67 0.10
H 0.35 0.34 -0.32
H 0.29 -0.27 0.24
H -0.17 -0.29 0.40
H 0.38 0.04 -0.29
O 0.85 0.41 -0.18
C -1.59 -0.73 1.28
H -0.47 -0.09 -0.12
H -0.23 0.02 0.41
O -1.39 1.02 -1.70
H 0.38 0.06 -0.21
O -0.38 0.65 -0.09
H 0.29 -0.01 -0.07
H 0.72 -0.45 0.12
H -0.06 -0.17 0.06
H 0.21 -0.01 0.08
H -0.46 -0.18 -0.35
S -0.86 -0.43 -0.84
H -0.27 -0.08 -0.08
H 0.55 -0.53 0.07
H 0.15 -0.01 0.02
H 0.08 -0.22 -0.23
H 0.55 0.11 -0.01
H -0.21 -0.31 0.15
C -1.86 1.19 0.55
H -0.43 -0.31 -0.12
H 0.04 -0.02 0.32
O -0.19 -0.45 0.18
C 0.84 0.65 0.36
O 0.80 3.06 -0.74
H -0.25 -0.34 0.04
C -1.27 1.34 0.88
O 0.40 -0.28 -0.03
C 0.50 -1.14 0.54
O -0.53 -0.76 -0.32
H -0.63 3.73 1.78